This record from the Open Molecules 2025 dataset describes a molecular structure, C49H48N4O4P3PdS2Te. The level of theory is ωB97M-V/def2-TZVPD.

Positions of all 112 atoms, in Å:
O: 2.065408 -3.025406 2.680181
H: 0.767485 -2.418319 4.184224
H: 5.806524 -3.124234 1.022418
O: 2.610976 -2.209177 0.466971
C: -2.978455 0.718290 -2.778660
H: 5.060099 2.316187 -4.513248
C: 2.585010 0.711067 -3.008396
H: 0.014080 -1.509309 -2.984731
H: 6.454381 1.422118 2.004489
N: 2.728944 6.945326 -2.844738
C: -2.819460 -3.895852 -4.072310
C: -3.067685 -4.875932 3.619951
C: 1.268902 5.123006 -1.736387
H: 0.050745 4.037882 1.235352
C: -0.783434 -2.175051 -3.300699
H: -1.336682 -4.867044 -5.276232
C: -0.522273 -3.198386 -4.198506
C: 0.977209 5.098694 -0.357948
H: -1.695853 -1.359888 4.411465
C: -2.899565 -3.955001 2.594465
C: 4.414413 3.618393 -1.841566
C: -2.941885 0.069416 2.405400
H: -5.027586 -0.157948 1.894437
H: 0.953819 4.138009 -3.598480
C: 4.492894 1.498014 2.880450
C: 3.446940 1.760755 -3.226001
H: -0.245537 -4.513366 3.304215
C: 0.653175 -4.576022 3.918862
C: 2.653035 1.682985 1.334859
O: 0.889967 -0.885809 1.954790
H: -3.455843 -5.860580 3.395231
H: 0.476112 -3.325214 -4.596685
H: 3.615173 1.710097 -5.338700
H: 4.858205 1.432247 3.896825
C: 5.390891 1.494437 1.819329
C: 3.130386 1.584915 2.634671
C: 3.969405 2.310589 -4.505401
C: 1.408348 -3.268006 3.945659
P: -2.319810 -1.400617 1.546234
C: -3.965250 2.904148 -3.029774
C: -3.087966 -2.854361 -3.192458
Te: -0.134301 -3.482584 0.118953
C: 2.072396 6.158128 -2.325984
P: -2.318639 -0.574363 -1.674385
C: -2.430970 -2.668353 2.866940
C: -4.002088 2.732902 -4.407180
H: -3.561605 1.414297 -6.040857
H: 1.591991 1.736804 1.131699
Pd: -0.463961 -0.761309 -0.099126
C: 4.007048 -1.993882 0.824425
H: -1.974598 -2.996280 6.210233
H: -3.409046 2.056646 -1.145887
H: 4.324651 3.887209 -0.793260
S: -0.513905 1.865100 -3.130879
H: 5.470731 3.558703 -2.100262
H: -2.902593 -5.241012 5.726624
H: 4.395360 -3.891338 1.771891
H: -0.961549 0.572941 3.066604
N: 3.056355 1.700816 -1.049514
C: -4.290727 0.413811 2.444262
C: -3.532476 1.555914 -4.968523
H: 3.941256 4.396047 -2.441344
C: -2.078978 -2.344184 4.177759
H: 1.290344 -5.367048 3.522356
C: 0.249692 4.053699 0.172068
C: 0.043335 3.026160 -2.008226
H: 4.578664 -3.894840 0.010063
H: -4.170063 0.042880 -0.323471
C: -2.438782 1.897344 3.891596
H: -1.717384 2.478238 4.451292
C: -3.851577 -0.922820 -0.720016
H: -4.567273 -2.087866 0.980509
C: -3.654045 -1.928722 0.404315
H: -5.756356 1.763321 3.225627
C: -3.017352 0.551221 -4.161004
H: 3.631425 3.338258 -4.653516
O: 1.586940 -0.051901 -0.904940
C: 4.737366 -3.310941 0.917053
N: 1.809593 6.986041 1.202147
H: 2.427989 1.582802 3.457676
H: -4.621512 -1.253827 -1.418070
C: 0.776932 4.113040 -2.531392
H: 4.402349 -1.373241 0.023234
S: -1.028308 1.734951 0.301062
H: 5.614506 1.545849 -0.318405
C: -3.457966 1.903795 -2.216923
C: -2.241521 -3.268775 5.197346
H: -4.329577 3.821436 -2.585962
C: -3.783139 2.237753 3.926673
C: -4.707252 1.500335 3.198643
H: -4.395531 3.516575 -5.040915
H: 0.351748 -4.844309 4.930900
H: -3.359955 -2.891715 -0.021280
C: 4.924542 1.568532 0.516432
H: -2.641071 -0.356554 -4.613486
H: 2.216780 -3.305931 4.672877
C: 2.309830 0.664780 -1.612552
H: 2.196216 0.035052 -3.748847
H: -4.113206 3.080558 4.519415
C: -2.015577 0.821036 3.127563
N: 3.762421 2.336862 -2.054341
H: -3.138119 -4.257855 1.583185
C: 1.444009 6.148195 0.507236
H: 4.057922 -1.426852 1.754148
C: -2.751313 -4.531058 4.924421
P: 1.433909 -2.191683 1.490414
C: -1.540109 -4.064494 -4.579676
C: -2.071723 -1.991651 -2.793712
H: -3.613035 -4.570914 -4.364420
H: -4.098260 -2.719615 -2.826342
C: 3.556955 1.673616 0.285170
C: -0.203057 2.973218 -0.607680

Cartesian forces, eV/Å:
O -0.220 -0.176 -0.196
H -0.009 0.002 -0.010
H 0.001 -0.003 0.022
O 0.019 -0.241 -0.098
C -0.161 -0.010 0.127
H -0.002 0.006 -0.008
C 0.015 -0.020 0.063
H -0.001 0.006 0.003
H 0.002 0.013 0.004
N 0.072 0.020 0.004
C -0.024 0.005 0.041
C -0.002 -0.007 -0.010
C 0.072 0.045 0.043
H 0.004 0.023 -0.005
C -0.015 0.012 0.008
H 0.007 -0.007 0.011
C -0.008 -0.013 0.009
C 0.042 0.083 0.014
H -0.040 0.026 -0.001
C 0.071 -0.035 0.001
C -0.089 0.066 -0.066
C 0.034 -0.079 0.063
H -0.008 -0.013 0.023
H -0.019 0.025 -0.012
C 0.011 -0.013 -0.005
C -0.094 -0.039 -0.027
H 0.003 0.004 0.007
C 0.035 0.009 -0.103
C 0.000 -0.018 0.034
O -0.170 -0.506 -0.218
H 0.012 -0.005 0.000
H 0.000 -0.003 0.001
H 0.007 -0.005 -0.005
H 0.002 0.016 -0.001
C -0.031 -0.011 -0.006
C 0.015 0.007 -0.023
C -0.007 0.002 0.012
C 0.034 0.024 0.116
P -0.192 0.319 -0.149
C 0.002 0.006 -0.036
C 0.002 -0.030 0.020
Te 0.285 -0.142 -0.075
C -0.176 -0.054 0.031
P 0.048 -0.438 -0.190
C 0.189 -0.049 -0.140
C -0.021 0.023 -0.007
H 0.010 0.010 0.000
H 0.005 -0.030 0.019
Pd -0.805 1.217 -0.002
C 0.094 0.106 0.004
H -0.022 -0.001 0.008
H 0.002 0.006 -0.001
H 0.000 0.001 0.008
S 0.813 -0.175 0.026
H 0.012 -0.019 0.023
H 0.022 -0.014 -0.007
H 0.007 -0.003 0.001
H -0.005 -0.003 0.013
N -0.036 0.180 -0.005
C -0.009 0.034 0.008
C 0.005 -0.058 0.018
H 0.046 -0.040 0.002
C 0.007 -0.023 0.008
H 0.012 -0.010 0.050
C 0.007 -0.053 0.000
C 0.036 0.277 0.134
H 0.034 0.012 -0.007
H -0.010 0.022 -0.019
C -0.001 -0.004 0.026
H 0.004 -0.002 -0.007
C 0.101 -0.031 -0.004
H -0.055 -0.043 -0.085
C 0.049 0.060 0.052
H 0.002 0.012 -0.006
C -0.205 -0.068 -0.071
H 0.000 0.006 -0.001
O -0.159 -0.485 -0.108
C -0.080 -0.015 -0.027
N 0.034 0.006 0.040
H -0.005 -0.014 0.001
H -0.074 0.041 0.047
C -0.148 -0.097 -0.042
H -0.042 0.034 -0.013
S -0.070 -0.074 -0.004
H 0.002 -0.014 0.011
C -0.164 0.020 0.044
C 0.003 0.018 -0.022
H 0.004 -0.002 0.003
C 0.010 -0.011 -0.006
C 0.001 -0.020 -0.019
H -0.004 -0.003 0.004
H -0.011 -0.004 -0.006
H -0.001 -0.021 0.044
C 0.024 0.048 0.001
H 0.002 0.000 -0.008
H 0.022 0.047 -0.003
C -0.174 0.391 -0.054
H -0.066 0.045 -0.025
H 0.003 0.004 -0.002
C -0.001 0.034 -0.052
N 0.274 -0.171 0.096
H -0.093 0.026 0.016
C -0.047 -0.069 -0.083
H -0.020 0.036 -0.001
C -0.031 0.027 0.005
P 0.846 0.119 0.853
C 0.023 0.023 -0.011
C -0.088 0.043 -0.019
H -0.004 0.012 -0.015
H -0.006 -0.021 -0.015
C -0.037 -0.068 -0.049
C 0.258 -0.077 -0.031

As for the total charge: +1. Its spin multiplicity is 5. For the HOMO-LUMO gap (spin up / spin down), the calculation gives 0.271 / 0.176 Eh.


This record from the Open Molecules 2025 dataset describes a molecular structure, C49H49BFIrN7O4PS2. The level of theory is ωB97M-V/def2-TZVPD.

Positions of all 115 atoms, in Å:
O: 2.608980 3.008781 1.588369
H: 3.643754 -3.442880 -1.616742
H: -0.599740 -4.714691 4.469597
H: 4.240233 3.096523 -4.888545
H: 6.005185 3.729748 -1.552856
C: 5.844167 1.151952 -8.070607
H: 5.333122 2.612507 -9.510204
H: 3.020055 2.103077 -9.686958
H: -0.588925 0.492499 -4.144110
C: -6.093478 -3.508347 -3.277555
N: 0.725216 -1.440549 1.096687
C: 1.923795 -2.280277 -0.876980
H: -5.370835 -3.616157 -5.296360
C: -2.871060 1.180062 1.748824
C: -3.962092 1.052150 2.613450
H: -4.855336 1.631333 2.432548
C: 1.633914 1.292645 -1.482356
C: 3.056141 2.338074 -3.235381
P: -2.134734 -1.293410 -2.480004
H: 5.992979 3.180874 -3.227515
H: 0.410675 -0.369969 3.071403
C: -0.228884 -1.783725 4.505677
C: -1.357672 2.878788 -1.150668
N: 1.300104 -2.105993 0.081865
H: 2.869113 -0.202408 -7.899011
C: -1.807398 2.237314 -4.516546
C: -1.676637 -0.409222 2.989747
H: -4.115013 4.835727 -0.828399
C: -2.513949 -1.306431 5.109611
H: 1.440855 -4.151248 1.038767
H: -2.148508 -5.448364 3.991664
C: 2.182833 1.317811 -2.835433
H: 1.329830 -5.287789 3.193254
C: 0.668588 -5.620800 2.381369
C: 2.951154 3.237822 -1.055676
O: 0.814320 0.376646 -1.215219
H: 4.077450 5.244448 -1.997194
C: 2.108912 2.276316 -0.576405
S: -2.009109 -1.130552 -0.433676
C: -3.418049 4.032102 -0.632644
C: -3.042673 2.833754 -4.312441
N: 3.822489 1.294136 -6.716542
F: 2.116440 -0.724779 -5.816943
H: 6.765196 1.687799 -7.853704
C: -3.886235 0.199749 3.681940
C: -2.485503 0.360606 -3.165927
N: -0.234494 -3.392969 2.083139
Ir: -0.443502 0.412293 0.411245
H: -4.961234 2.662786 -3.366263
C: 0.040170 -2.093751 2.011078
C: 1.845170 0.286052 -3.719998
C: -1.211205 -5.038979 3.618075
H: 0.746500 -2.181496 4.754925
H: 1.132489 -6.466407 1.876812
H: -4.438724 -2.073491 -0.695852
C: -5.825135 -3.080333 -1.987018
H: -4.718841 0.103450 4.367934
H: 6.401076 4.861412 -2.848899
C: 5.761650 4.022725 -2.573877
C: -2.754900 2.098237 0.627003
H: 3.390114 -1.625652 -2.407269
C: 4.298759 4.423776 -2.676391
H: 1.198877 -0.525814 -3.393271
H: -7.019548 -4.023815 -3.496994
C: 5.127481 0.639819 -6.795031
H: 6.056563 0.352059 -8.775840
B: 2.844354 -2.660939 -2.081113
C: 1.866386 2.303039 0.927354
C: -1.530323 1.000892 -3.949139
C: 3.567817 2.324947 -4.540888
H: 2.158990 -3.131252 -2.951787
C: -3.666823 3.123558 0.377731
C: 3.235068 1.307905 -5.409983
H: -2.125406 -4.198137 1.873878
C: 2.980879 0.881314 -7.837192
H: 4.613411 2.754794 -7.998343
H: -3.246295 -2.467133 -4.785602
N: -1.769413 0.423005 1.947502
C: -2.710492 -0.533988 3.923729
C: -4.638567 -2.416879 -1.701619
O: -0.556351 -6.077184 2.916050
H: -4.557338 3.230080 0.984917
H: -1.095541 -2.334321 6.352821
H: -3.266188 3.792418 -4.763119
H: -0.471744 2.808929 -1.771321
H: 3.926426 0.586151 -9.804084
O: 0.941744 1.559121 1.415679
H: -4.469739 0.476136 -2.346714
H: -0.123582 -4.815822 0.538460
C: -2.257375 3.907050 -1.388910
C: -3.980589 -2.626504 -4.005210
H: 4.040732 4.772092 -3.676094
C: 0.472338 -4.481719 1.391934
C: -3.719273 0.970350 -2.952341
H: 1.990408 1.313581 -7.714900
C: -1.482918 -3.866868 2.696003
H: 5.027507 -0.450374 -6.839440
C: -0.369195 -1.139167 3.159844
N: 4.902497 2.104662 -8.740961
H: -6.542206 -3.259984 -1.196217
C: 3.643124 1.399517 -9.140177
H: 3.322045 3.979687 -0.358791
H: -3.326498 -1.391336 5.817954
C: 2.377716 0.291483 -4.974835
C: -5.168949 -3.278507 -4.288164
C: -1.583473 1.946868 -0.140359
C: -1.255596 -1.853819 5.395868
C: -3.996332 2.199249 -3.527674
H: -1.991376 -3.055827 3.207147
H: -2.055846 4.620732 -2.179180
N: 3.392682 3.325014 -2.322445
H: -1.063748 2.727959 -5.129588
H: 5.704705 0.887633 -5.907974
S: -0.647247 -2.158855 -3.407298
C: -3.709897 -2.185229 -2.710549

Cartesian forces, eV/Å:
O -0.016 0.090 0.039
H 0.003 -0.014 -0.001
H -0.001 0.002 0.001
H -0.015 -0.003 -0.008
H -0.002 0.002 0.001
C -0.018 -0.037 0.001
H 0.017 -0.072 -0.044
H -0.010 0.021 0.035
H -0.228 0.122 0.043
C 0.007 0.006 -0.005
N 0.353 0.034 0.117
C -0.074 -0.178 0.004
H -0.001 0.001 -0.001
C 0.048 0.032 0.043
C -0.003 0.007 0.005
H 0.001 0.007 0.000
C 0.144 -0.085 0.089
C -0.023 -0.067 0.018
P 0.066 0.104 0.055
H 0.002 0.002 0.001
H -0.054 0.054 0.022
C 0.027 -0.021 -0.009
C 0.053 0.011 -0.003
N -0.129 0.049 -0.073
H -0.011 0.003 0.005
C -0.061 -0.065 0.045
C -0.044 -0.036 0.000
H -0.006 0.011 0.005
C 0.012 -0.021 0.000
H 0.036 0.024 0.016
H -0.003 0.006 0.001
C 0.035 -0.019 0.011
H 0.007 -0.005 -0.002
C -0.012 -0.001 0.012
C 0.090 -0.011 -0.027
O -0.220 0.193 -0.204
H 0.009 -0.007 0.010
C -0.119 -0.091 -0.021
S -0.180 -0.117 0.163
C -0.012 -0.029 0.022
C 0.013 -0.045 -0.028
N 0.073 0.095 0.006
F -0.010 -0.016 -0.004
H -0.009 0.006 0.026
C -0.004 0.006 0.004
C 0.081 0.036 -0.052
N 0.054 0.031 0.091
Ir 0.109 -0.094 -0.158
H 0.010 0.001 0.007
C -0.103 0.003 -0.122
C 0.131 0.054 0.106
C 0.008 0.002 -0.003
H -0.009 -0.028 -0.015
H -0.004 0.002 -0.008
H 0.001 -0.005 0.007
C -0.008 -0.006 0.002
H 0.001 0.002 0.001
H -0.002 0.000 -0.001
C 0.002 -0.005 -0.002
C 0.031 0.021 -0.003
H 0.014 0.002 0.008
C 0.024 -0.021 -0.011
H 0.021 0.039 -0.042
H -0.002 0.000 0.002
C -0.039 -0.108 -0.028
H 0.022 0.027 -0.024
B 0.091 0.042 0.016
C -0.006 -0.062 -0.090
C -0.006 -0.161 -0.076
C -0.002 0.054 -0.005
H 0.041 0.019 0.014
C -0.006 0.019 -0.017
C -0.060 -0.063 -0.038
H -0.006 0.025 0.001
C 0.010 -0.008 -0.029
H 0.046 0.097 -0.078
H 0.002 -0.005 0.006
N -0.021 -0.153 -0.060
C 0.039 0.063 0.046
C 0.005 0.069 -0.001
O 0.007 0.000 -0.002
H -0.003 0.000 0.004
H -0.004 -0.007 -0.003
H -0.001 0.010 -0.011
H -0.038 -0.009 0.007
H -0.002 0.033 -0.041
O -0.143 0.046 0.157
H 0.008 -0.001 0.015
H 0.021 0.023 -0.019
C 0.063 0.030 0.055
C -0.004 -0.014 -0.007
H -0.003 0.012 0.007
C -0.094 0.012 -0.070
C 0.017 -0.005 0.036
H -0.002 0.007 -0.003
C -0.034 -0.008 -0.024
H 0.015 -0.003 0.027
C 0.053 0.017 -0.020
N -0.062 0.001 0.135
H 0.004 -0.002 0.002
C 0.002 -0.040 0.003
H -0.036 0.009 0.006
H 0.001 0.004 0.002
C 0.047 -0.013 0.066
C 0.002 -0.009 0.001
C 0.014 0.088 0.020
C -0.016 0.036 0.011
C -0.047 -0.010 -0.023
H 0.016 -0.035 0.019
H 0.006 -0.015 0.024
N -0.047 0.072 -0.003
H 0.068 0.042 -0.054
H 0.001 0.023 -0.004
S -0.068 -0.115 -0.031
C 0.051 -0.017 -0.099

As for the total charge: +1. Its spin multiplicity is 2. For the HOMO-LUMO gap (spin up / spin down), the calculation gives 0.212 / 0.220 Eh.


Energy above the lowest of the compared OMol25 structures with the same formula, charge and spin
In order: 0.0, 9.7
Unit: kcal/mol